Entry 1:
Here is a molecular structure, C12H14CuN2P from the OMol25 dataset. Energies are from wB97M-V/def2-TZVPD.

Values from the calculation:
calculated total energy = -2556.62048 hartree
multiplicity = 2
<S²> = 0.772
lowest unoccupied orbital energy (spin up / spin down) = 3.21 / 3.10 eV
HOMO level (spin up / spin down) = -0.140 / -2.528 eV
HOMO-LUMO gap (spin up / spin down) = 3.3502 / 5.6298 eV
total charge = -1

Each line ends with the Löwdin charge.
Atoms and positions in Å:
1 C 1.037 -2.626 1.160  -0.492
2 C 1.980 -3.303 0.319  -0.272
3 C 2.650 -2.826 -0.847  -0.234
4 C 2.756 -1.373 -1.015  -0.376
5 C 2.420 -0.785 0.145  -0.173
6 Cu 1.068 -1.912 -0.578  0.270
7 P -0.155 -1.306 1.851  0.906
8 H 0.394 -3.426 1.582  0.002
9 H 2.113 -4.370 0.560  0.103
10 H 3.144 -3.453 -1.574  0.080
11 H 2.595 0.281 0.273  0.004
12 H 2.947 -0.899 -1.978  0.084
13 H 0.496 -0.184 2.370  -0.035
14 H -0.499 -1.994 3.078  -0.045
15 H -1.514 -1.016 1.434  -0.015
16 N -1.909 0.910 -2.130  0.066
17 C -1.208 -0.194 -1.806  -0.267
18 N -0.624 -0.060 -0.616  -0.018
19 C -0.945 1.189 -0.122  -0.280
20 C -0.544 1.890 1.037  -0.121
21 C -1.060 3.165 1.257  -0.168
22 C -1.892 3.780 0.308  -0.175
23 C -2.236 3.111 -0.885  -0.109
24 C -1.794 1.806 -1.056  -0.227
25 H -2.352 1.134 -3.031  0.151
26 H -1.212 -1.087 -2.449  0.086
27 H 0.185 1.488 1.727  0.029
28 H -0.778 3.691 2.174  0.083
29 H -2.246 4.798 0.500  0.072
30 H -2.818 3.570 -1.686  0.072

Forces on the atoms, in the same order (eV/Å):
C -2.6 -0.7 4.7
C 1.9 -2.0 -1.5
C 2.0 -1.8 0.2
C 2.7 0.7 -0.7
C 1.6 3.6 2.0
Cu -8.2 2.0 -2.2
P 2.1 -2.4 0.0
H 0.2 -0.3 -0.1
H -0.5 0.3 -0.4
H 0.1 -0.6 0.3
H -0.3 0.5 -0.6
H 0.7 -0.2 -0.1
H -0.3 0.0 -0.4
H 0.0 0.4 -0.5
H 0.9 0.2 0.1
N -1.4 2.5 -0.1
C 0.6 -1.9 -0.4
N 0.3 -0.2 0.3
C 0.0 -0.9 -1.2
C 0.3 -0.5 0.7
C -0.7 0.9 -0.7
C 0.6 0.2 1.2
C -0.7 0.0 -0.9
C 0.3 0.1 -0.6
H 0.5 -0.3 1.0
H 0.1 0.5 0.5
H -0.1 0.2 -0.2
H -0.1 -0.1 -0.3
H 0.1 -0.4 -0.1
H 0.0 0.1 0.3

=====

Entry 2:
Here is a molecular structure, C12H14F6I2IrNO4S2 from the OMol25 dataset. Energies are from wB97M-V/def2-TZVPD.

Values from the calculation:
calculated total energy = -2915.40496 hartree
multiplicity = 2
<S²> = 0.776
lowest unoccupied orbital energy (spin up / spin down) = -12.79 / -13.92 eV
HOMO level (spin up / spin down) = -20.003 / -20.105 eV
energy above the lowest of the compared OMol25 structures with the same formula, charge and spin = 40.4 kcal per mole
HOMO-LUMO gap (spin up / spin down) = 7.2137 / 6.1850 eV
total charge = +3

Each line ends with the Löwdin charge.
Atoms and positions in Å:
1 Ir -0.131 -0.912 0.244  0.873
2 C 1.093 4.103 0.243  0.025
3 C 1.281 2.689 0.665  -0.175
4 C 0.655 2.196 1.823  0.110
5 C 0.818 0.845 2.264  -0.175
6 C 0.369 0.441 3.597  0.035
7 C 1.543 -0.082 1.429  -0.226
8 C 2.328 0.462 0.359  -0.237
9 C 3.444 -0.299 -0.221  -0.007
10 C 2.110 1.820 -0.042  0.088
11 H 1.755 4.750 0.831  0.133
12 H 0.080 4.453 0.445  0.111
13 H 1.344 4.261 -0.803  0.109
14 H 0.059 2.869 2.429  0.157
15 H 1.145 0.762 4.316  0.161
16 H 0.269 -0.638 3.709  0.117
17 H -0.536 0.960 3.911  0.107
18 H 1.925 -0.968 1.928  0.138
19 H 4.365 0.049 0.277  0.154
20 H 3.601 -0.078 -1.278  0.111
21 H 3.378 -1.370 -0.039  0.076
22 H 2.659 2.199 -0.898  0.159
23 I 0.272 -0.616 -2.449  1.236
24 C 0.323 -2.754 -2.455  -0.897
25 I 0.827 -3.358 -0.470  1.199
26 H 1.087 -3.098 -3.145  0.013
27 H -0.669 -3.122 -2.692  0.009
28 F -2.483 2.997 2.011  0.179
29 C -3.152 1.856 1.964  -0.689
30 F -4.424 2.038 2.116  0.249
31 F -2.674 1.033 2.892  0.155
32 S -2.808 1.090 0.322  0.724
33 O -1.313 0.843 0.378  -0.485
34 O -3.216 1.983 -0.691  -0.148
35 N -3.592 -0.275 0.400  -0.242
36 S -2.769 -1.566 0.524  0.710
37 O -1.783 -1.521 1.643  -0.380
38 O -1.978 -1.860 -0.704  -0.486
39 C -4.087 -2.881 0.866  -0.686
40 F -4.925 -2.842 -0.127  0.241
41 F -4.633 -2.567 2.004  0.241
42 F -3.436 -4.018 0.922  0.212

Forces on the atoms, in the same order (eV/Å):
Ir -2.5 -0.9 -2.1
C 0.1 0.2 0.1
C 0.0 -0.1 0.0
C 0.1 0.0 0.0
C 0.4 0.1 0.2
C -0.2 -0.1 0.0
C -0.3 -0.1 -0.2
C 0.0 0.1 0.2
C 0.1 0.0 -0.2
C 0.0 0.0 0.0
H 0.0 -0.1 0.0
H 0.0 -0.1 -0.1
H 0.0 0.0 0.0
H 0.0 0.0 0.0
H 0.1 0.0 -0.1
H 0.0 0.0 0.0
H 0.0 0.0 0.0
H 0.1 0.0 0.1
H -0.1 0.0 0.1
H 0.0 0.0 0.0
H 0.0 0.0 0.0
H 0.0 -0.1 0.0
I 0.5 0.0 0.8
C 0.1 -0.1 -0.1
I 0.0 0.6 0.4
H 0.0 0.0 0.0
H 0.0 0.0 0.0
F 0.0 0.2 0.0
C 0.2 0.0 0.3
F -0.2 0.0 -0.1
F 0.0 -0.1 0.1
S 0.0 0.4 -0.4
O 0.5 0.2 0.0
O 0.1 -0.3 0.1
N -0.2 -0.1 -0.1
S -0.3 0.4 0.5
O 0.9 -0.4 0.3
O 0.9 0.1 0.3
C 0.0 -0.2 -0.1
F 0.0 0.0 0.0
F 0.0 0.0 0.0
F 0.0 0.0 0.0

=====

Entry 3:
Here is C12H14N2S in the gas phase from the OMol25 dataset. Energies are from wB97M-V/def2-TZVPD.

Values from the calculation:
calculated total energy = -973.29556 hartree
multiplicity = 1
SMILES string = c1c[nH]c(C2(c3ccc[nH]3)CCCS2)c1
lowest unoccupied orbital energy = 0.75 eV
HOMO level = -7.868 eV
energy above the lowest of the compared OMol25 structures with the same formula, charge and spin = 40.5 kcal per mole
HOMO-LUMO gap = 8.6147 eV
total charge = 0

Each line ends with the Löwdin charge.
Atoms and positions in Å:
1 C -3.850 0.490 0.324  -0.080
2 C 2.452 2.504 -0.219  -0.109
3 C -2.724 -0.364 0.061  -0.067
4 C 1.327 1.942 -0.731  -0.051
5 C -3.306 1.725 0.464  -0.143
6 C 2.728 1.952 1.013  -0.099
7 C -1.583 0.352 0.206  -0.343
8 C 0.852 1.007 0.220  -0.252
9 C 1.229 -1.902 -0.564  -0.240
10 C 0.054 -1.098 -1.030  -0.131
11 C 0.915 -2.550 0.881  -0.435
12 C -0.203 -0.069 0.202  -0.452
13 N -1.944 1.662 0.393  0.096
14 N 1.785 1.052 1.241  0.040
15 S 0.085 -1.203 1.778  0.923
16 H -4.954 0.385 0.514  0.115
17 H 2.963 3.246 -0.613  0.051
18 H -2.642 -1.443 -0.248  0.117
19 H 1.024 2.271 -1.751  0.126
20 H -3.669 2.687 0.826  0.115
21 H 3.461 2.161 1.650  0.072
22 H 1.351 -2.797 -1.164  0.104
23 H 2.124 -1.348 -0.469  0.093
24 H 0.440 -0.547 -1.933  0.136
25 H -0.968 -1.578 -1.098  0.110
26 H 0.259 -3.407 0.865  0.051
27 H 1.955 -2.823 1.256  0.092
28 H -1.265 2.261 0.673  0.106
29 H 1.569 0.437 1.992  0.054

Forces on the atoms, in the same order (eV/Å):
C -0.9 0.2 -0.1
C -0.1 -1.8 2.8
C -0.7 -2.3 -0.3
C -2.1 -0.9 -1.2
C 0.6 2.0 1.3
C -1.9 0.1 -2.7
C -1.1 1.5 -0.4
C 1.0 0.7 -0.7
C -2.1 -3.2 1.5
C -0.2 1.7 1.4
C 2.0 1.5 -1.0
C 1.9 -1.8 -0.7
N -1.6 -3.1 -0.7
N -2.1 -0.6 -0.8
S -0.4 0.2 -0.8
H 1.5 -0.6 -0.7
H 2.4 3.2 -2.0
H -0.8 1.3 0.8
H -0.5 -0.8 1.1
H -0.5 -0.5 -0.4
H 2.8 0.7 2.6
H 0.5 0.1 -0.6
H 0.9 0.7 -0.2
H -1.2 -0.3 0.7
H 1.8 -0.1 -0.7
H 0.0 -0.3 -0.2
H -1.6 0.3 0.1
H 1.8 2.7 0.8
H 0.6 -0.4 1.0

=====

Entry 4:
Here is C12H14N2Si in the gas phase from the OMol25 dataset. Energies are from wB97M-V/def2-TZVPD.

Values from the calculation:
calculated total energy = -864.68038 hartree
multiplicity = 1
SMILES string = N[Si](N)(c1ccccc1)c1ccccc1
lowest unoccupied orbital energy = 0.74 eV
HOMO level = -9.216 eV
energy above the lowest of the compared OMol25 structures with the same formula, charge and spin = 8.9 kcal per mole
HOMO-LUMO gap = 9.9597 eV
total charge = 0

Each line ends with the Löwdin charge.
Atoms and positions in Å:
1 C -2.209 3.193 -2.035  -0.080
2 C 0.563 -4.317 0.851  -0.065
3 C -1.215 2.418 -2.608  -0.093
4 C -2.368 3.003 -0.666  -0.091
5 C 1.555 -3.552 1.385  -0.106
6 C -0.377 -3.659 -0.014  -0.043
7 C -0.301 1.736 -1.805  -0.157
8 C -1.563 2.142 0.069  -0.111
9 C 1.605 -2.191 1.230  -0.113
10 C -0.248 -2.266 -0.204  -0.109
11 C -0.488 1.522 -0.500  -0.287
12 C 0.730 -1.497 0.396  -0.256
13 N 0.595 0.787 2.414  -0.089
14 N 2.279 1.070 -0.146  -0.060
15 Si 0.753 0.437 0.486  0.658
16 H -2.882 3.824 -2.590  0.100
17 H 0.429 -5.313 1.076  0.077
18 H -0.873 2.336 -3.688  0.121
19 H -3.103 3.662 -0.222  0.101
20 H 2.302 -4.138 1.781  0.082
21 H -1.242 -4.193 -0.330  0.085
22 H 0.684 1.627 -2.376  0.128
23 H -1.833 2.102 1.094  0.086
24 H 2.492 -1.641 1.585  0.108
25 H -1.030 -1.607 -0.627  0.102
26 H 0.119 1.625 2.701  -0.025
27 H -0.026 0.053 2.800  0.002
28 H 3.095 0.846 0.384  0.007
29 H 2.559 1.990 -0.442  0.028

Forces on the atoms, in the same order (eV/Å):
C 0.2 -1.4 -0.1
C -2.4 3.1 -2.6
C 1.4 0.2 -1.6
C -0.2 1.0 -0.4
C -0.6 0.0 -0.6
C 1.3 0.6 1.7
C 1.9 0.8 -3.9
C -1.7 1.2 0.0
C 1.9 1.2 -0.6
C -1.7 0.4 -0.1
C 1.1 -1.9 2.6
C 0.2 0.6 1.1
N -0.5 -1.9 -2.6
N -0.2 -0.6 0.6
Si 0.5 1.7 1.9
H 0.0 0.1 -0.1
H 0.0 -2.1 0.3
H -1.2 0.8 1.2
H -0.1 -0.4 0.6
H 1.9 -0.5 1.7
H -0.4 -0.2 -0.6
H -1.3 -1.0 1.2
H 0.2 -0.5 1.0
H -0.5 -0.4 0.3
H 0.1 -1.2 -0.5
H 0.1 0.7 -0.3
H 0.7 0.3 -0.3
H 0.5 -1.0 0.5
H -1.2 0.5 -0.3